1.
Computed, not measured: a gas-phase ion, C4H9Cl2O2S2 (charge +1), with wB97M-V/def2-TZVPD.

Each line ends with the natural charge from an NBO analysis.
Atoms and positions in Å:
O: 3.6027 0.8323 0.3580  -0.806
S: 2.0433 0.6168 0.4374  1.793
O: 1.7761 0.2326 1.9448  -0.823
Cl: 1.1773 2.4334 -0.1164  -0.173
C: 1.6568 -0.8269 -0.6911  -0.615
C: 0.0629 -1.0848 -0.9745  -0.444
C: -0.8811 -1.1532 0.3637  -0.452
C: -1.4576 0.2894 0.8862  -0.552
S: -2.3374 1.2987 -0.4591  0.583
Cl: -3.1552 2.9978 0.4536  0.028
H: 2.2384 -1.7747 -0.2795  0.318
H: 2.1499 -0.6017 -1.7545  0.292
H: -0.0136 -2.1591 -1.4888  0.276
H: -0.3175 -0.3260 -1.8030  0.210
H: -1.8363 -1.8033 0.0648  0.247
H: -0.3776 -1.7516 1.2610  0.300
H: -2.3098 0.0398 1.6842  0.297
H: -0.6821 0.9621 1.4500  0.300
H: -1.3392 1.7785 -1.3369  0.220

Atomic forces in eV per Å
O -6.230 -0.439 -1.037
S 7.984 -1.928 6.228
O -1.095 1.508 -5.856
Cl -0.167 -0.946 -0.103
C -0.725 -0.679 -2.440
C 0.283 -0.898 0.017
C -1.092 -0.545 -0.976
C 0.460 -0.542 2.399
S -0.237 0.092 0.470
Cl 1.267 -1.542 -0.811
H -1.301 2.336 -0.234
H -0.884 -0.122 2.516
H 0.295 2.395 1.109
H 0.707 -1.445 1.867
H 2.044 1.461 0.631
H -0.923 1.760 -1.856
H 1.556 0.797 -1.972
H -1.355 -1.236 -1.335
H -0.590 -0.027 1.383

net charge	+1
HOMO	-0.509	hartree
spin multiplicity	1



2.
Computed, not measured: 2 unconnected molecules or ions with the total composition C4H9ClF3NO5, with wB97M-V/def2-TZVPD.

Each line ends with the natural charge from an NBO analysis.
Atoms and positions in Å:
N: -0.2242 0.1355 1.3238  -0.702
C: 0.4476 -0.8468 0.3415  -0.276
C: -0.4640 -0.7762 -1.0327  -0.103
O: -0.0779 -1.7385 -2.0745  -0.504
C: 1.2922 -1.5239 -2.5631  -0.176
C: 1.5275 -0.1229 -3.3851  0.963
F: 2.8685 -0.2675 -4.0660  -0.349
F: 1.6281 1.0874 -2.5377  -0.341
F: 0.5463 0.0287 -4.5237  -0.332
H: -1.2524 -0.1397 1.3027  0.452
H: 0.1128 0.0083 2.3123  0.499
H: -0.1883 1.1246 0.9864  0.460
H: 0.3611 -1.9179 0.8398  0.243
H: 1.5547 -0.4882 0.2069  0.237
H: -0.5331 0.3351 -1.3918  0.207
H: -1.5683 -1.0784 -0.6954  0.216
H: 2.1301 -1.6660 -1.7273  0.220
H: 1.5033 -2.4010 -3.3452  0.265
O: -1.6577 3.4731 3.9913  -0.840
Cl: -1.9328 2.0495 4.0058  2.538
O: -2.2256 1.6276 5.3618  -0.836
O: -0.7748 1.3284 3.5146  -0.967
O: -3.0733 1.7689 3.1555  -0.873

Atomic forces in eV per Å
N -0.874 -1.518 -1.136
C 0.087 -0.378 -0.546
C -0.905 -0.080 1.152
O 1.785 2.164 0.904
C 0.530 -0.892 -0.740
C 1.457 0.333 -1.998
F -4.240 0.696 2.241
F -0.692 -3.701 -2.937
F 3.218 -0.031 4.272
H 1.332 0.795 0.642
H -0.590 0.871 -0.863
H 0.169 -0.829 0.890
H 0.403 2.295 -1.182
H -2.192 -0.889 0.221
H 0.392 -2.051 0.359
H 2.388 0.477 -0.929
H -1.874 0.773 -1.730
H -0.647 2.191 1.601
O 0.163 -0.923 -0.276
Cl -1.732 1.582 1.765
O 0.417 -0.027 -0.948
O 0.854 -0.557 -0.496
O 0.552 -0.302 -0.264

net charge	0
HOMO	-0.336	hartree
spin multiplicity	1



3.
Computed, not measured: a molecular structure, C4H9ClN, with wB97M-V/def2-TZVPD.

Each line ends with the natural charge from an NBO analysis.
Atoms and positions in Å:
C: 1.2394 -1.1654 -0.0298  -0.228
C: -0.0406 -0.8453 -0.1211  0.100
C: -1.2143 -1.7123 -0.1217  -0.679
C: -0.3679 1.0683 0.5320  -0.288
N: 0.4409 1.8864 -0.3533  -0.724
Cl: 2.6319 -0.0469 0.0176  -0.009
H: 1.4799 -2.1548 -0.0909  0.234
H: -0.9921 -2.6780 -0.2445  0.244
H: -1.8435 -1.7570 0.8685  0.249
H: -1.8572 -1.3285 -0.8626  0.239
H: -1.4539 1.3127 0.6561  0.254
H: -0.0183 1.0904 1.6028  0.243
H: -0.0727 2.0829 -1.2025  0.442
H: 1.3173 1.4811 -0.8170  0.469
H: 0.7511 2.7661 0.1665  0.454

Atomic forces in eV per Å
C -0.650 2.733 -0.471
C 0.357 4.198 3.187
C -1.992 2.977 2.892
C -0.016 -4.772 0.946
N 1.277 1.987 -0.583
Cl -0.701 -0.993 0.212
H 1.159 -2.463 -0.314
H 1.107 -3.761 -1.077
H 1.354 0.702 -1.545
H -1.108 -0.041 -1.031
H 0.998 0.008 -1.192
H 0.335 -0.202 -1.408
H -0.676 0.846 -0.066
H -0.923 -0.201 1.726
H -0.519 -1.018 -1.277

net charge	+1
HOMO	-0.510	hartree
spin multiplicity	1



4.
Computed, not measured: a single C4H9ClN2 molecule, with wB97M-V/def2-TZVPD.

Each line ends with the natural charge from an NBO analysis.
Atoms and positions in Å:
C: 1.0862 0.4783 0.5792  -0.236
C: -0.2608 -0.2663 0.4664  -0.054
C: -0.0452 -1.5516 -0.3775  -0.230
C: -1.1282 0.2059 -0.7115  -0.234
H: 0.5680 2.4744 0.4277  0.355
H: 0.7874 2.0930 1.9139  0.367
H: 1.7567 -0.1032 1.2537  0.205
H: 1.6334 0.4384 -0.4175  0.220
H: 0.9790 -1.9493 -0.4893  0.194
H: -0.7236 -2.4352 -0.1324  0.192
H: -0.9650 -1.1913 -2.3230  0.368
H: -2.1933 -0.0272 -0.5906  0.187
H: -1.0659 1.2485 -1.0498  0.186
N: 1.0732 1.8304 0.9988  -0.841
N: -0.4234 -0.7470 -1.5738  -0.630
Cl: -1.0785 -0.4978 2.0258  -0.048

Atomic forces in eV per Å
C 0.881 -0.873 -0.250
C 0.597 -0.583 -0.805
C -0.203 -1.206 -0.643
C -0.568 0.524 -0.415
H -0.171 0.044 -0.923
H -0.078 -0.727 1.031
H -0.573 0.296 -0.239
H -1.040 -0.086 0.932
H -0.264 0.218 0.455
H 0.552 1.286 -0.152
H 0.235 0.140 0.653
H 0.118 -0.062 0.285
H 0.184 -0.061 0.259
N 0.315 1.308 -0.070
N -0.129 -0.443 -0.123
Cl 0.145 0.224 0.005

net charge	0
HOMO	-0.337	hartree
spin multiplicity	1
SMILES string	NCC1(Cl)CNC1



5.
Computed, not measured: a molecular structure, C4H9ClN3, with wB97M-V/def2-TZVPD.

Each line ends with the natural charge from an NBO analysis.
Atoms and positions in Å:
C: -0.7024 -0.2491 1.2049  0.393
C: 0.4602 1.2971 1.1762  0.232
C: -0.0981 -1.3004 0.3402  -0.519
C: -0.5221 -0.9528 -1.0897  -0.215
N: -1.6320 -0.4070 1.9489  -0.559
N: 1.2006 1.5341 0.1751  -0.705
N: 0.4859 0.0140 -1.7275  -0.804
Cl: 0.2496 2.2550 2.5661  0.114
H: 0.9546 -1.1768 0.3523  0.228
H: -0.5157 -2.2739 0.6397  0.282
H: -0.4537 -1.8667 -1.7450  0.239
H: -1.6363 -0.5514 -1.0741  0.246
H: -2.1059 0.3673 2.3147  0.391
H: 1.7387 2.3328 0.1468  0.409
H: 1.3788 -0.4968 -2.0196  0.419
H: 0.9362 0.7509 -0.7928  0.421
H: 0.2615 0.7237 -2.4164  0.430

Atomic forces in eV per Å
C 4.219 1.378 -0.522
C -2.415 -1.664 0.033
C -1.130 0.815 -0.687
C -1.383 -0.321 -2.049
N -1.587 -0.787 -0.159
N -1.807 -2.142 1.085
N 1.800 -0.780 1.208
Cl 0.290 -0.052 -0.345
H 1.180 -0.728 0.454
H 0.523 0.312 -0.118
H -0.532 0.849 0.811
H 2.495 -0.601 -0.496
H -0.512 1.434 1.413
H 1.614 2.246 0.083
H -1.881 0.725 0.173
H -0.134 -0.078 -0.534
H -0.740 -0.606 -0.350

net charge	+1
HOMO	-0.511	hartree
spin multiplicity	1



6.
Computed, not measured: 2 unconnected molecules or ions with the total composition C4H9ClNOP, with wB97M-V/def2-TZVPD.

Each line ends with the natural charge from an NBO analysis.
Atoms and positions in Å:
C: 0.8263 2.5481 -1.0536  -0.273
C: 0.9288 1.2295 -1.1885  -0.620
C: -0.9089 -1.0385 1.7606  -0.472
C: -1.1946 -1.4983 -0.6359  -0.428
N: -0.3894 -1.5264 0.5087  -0.465
O: 1.5300 0.9523 1.4481  -1.040
P: 1.3471 0.1546 0.2337  1.737
Cl: 2.9990 -0.9485 -0.3891  -0.274
H: 0.4999 3.0345 -1.9192  0.189
H: 0.9993 3.2632 -0.2359  0.222
H: 0.5727 0.9459 -2.1368  0.237
H: -0.6491 -1.7136 2.6029  0.202
H: -0.3052 -0.2369 2.0981  0.235
H: -1.9785 -0.8237 1.8026  0.190
H: -2.1541 -0.8086 -0.5903  0.151
H: -0.4850 -1.1297 -1.4578  0.206
H: -1.6382 -2.4039 -0.8476  0.204

Atomic forces in eV per Å
C 0.330 0.319 1.157
C 0.087 0.467 1.601
C 0.103 -1.338 0.974
C -0.529 4.305 -1.419
N 3.280 1.817 1.111
O 0.054 -0.209 0.367
P -1.549 -1.671 -1.153
Cl -0.925 0.466 0.298
H -0.492 0.874 -1.305
H 0.205 -1.084 0.071
H 0.005 -1.325 -0.918
H -0.498 -0.467 -0.600
H 0.084 1.604 0.236
H 0.052 0.199 -0.297
H 1.847 -0.554 -0.030
H -1.642 -0.900 0.511
H -0.412 -2.504 -0.604

net charge	0
HOMO (alpha / beta)	-0.314 / -0.314	hartree
spin multiplicity	1



7.
Computed, not measured: a gas-phase ion, C4H9ClNS (charge +1), with wB97M-V/def2-TZVPD.

Each line ends with the natural charge from an NBO analysis.
Atoms and positions in Å:
C: 0.4456 0.5380 0.3863  -0.379
C: 3.5179 -0.3258 0.6374  -0.388
C: -1.1534 -1.1767 -0.3723  -0.417
C: -1.8738 1.1391 -0.1748  -0.441
N: -0.7190 0.2390 -0.4413  -0.405
S: 2.1038 0.1114 -0.2680  0.487
Cl: 4.9371 -0.0866 -0.1587  0.196
H: 0.3022 -0.0678 1.3665  0.200
H: 3.4929 -0.6359 1.6234  0.233
H: -1.3056 -1.3978 0.6440  0.229
H: -2.2194 -1.1730 -0.7239  0.236
H: -0.4644 -1.8597 -0.9242  0.252
H: -2.5406 0.6268 0.6037  0.234
H: -1.6880 2.1780 0.2464  0.272
H: -2.4347 1.4067 -1.0262  0.245
H: -0.4005 0.4844 -1.4183  0.446

Atomic forces in eV per Å
C 2.291 -1.853 3.518
C -3.509 0.942 -2.059
C -1.599 -0.138 -1.864
C -1.273 1.193 3.437
N 1.393 0.754 -2.546
S -0.020 0.286 -0.320
Cl 0.867 0.097 -0.314
H 0.130 1.584 -1.249
H 0.022 -0.496 1.836
H 0.526 -0.517 1.442
H 1.139 -0.451 -0.481
H -0.667 0.658 0.600
H 0.923 0.706 -1.237
H 0.903 -1.571 -0.251
H -0.554 -0.635 -1.414
H -0.573 -0.560 0.900

net charge	+1
HOMO (alpha / beta)	-0.461 / -0.443	hartree
spin multiplicity	1



8.
Computed, not measured: 2 unconnected molecules or ions with the total composition C4H9ClO2, with wB97M-V/def2-TZVPD.

Each line ends with the natural charge from an NBO analysis.
Atoms and positions in Å:
C: -0.5878 -1.5268 -1.0055  -0.616
C: -1.5854 1.2429 -0.1056  -0.274
C: 2.4444 0.5292 0.9732  -0.254
C: 0.2158 -0.1364 0.3465  0.579
O: -0.1734 1.0829 -0.0795  -0.553
O: 1.6054 -0.3170 0.2434  -0.545
Cl: -0.4833 -0.6855 1.9244  -0.116
H: 0.1883 -2.2664 -1.1313  0.213
H: -1.2955 -1.9178 -0.3385  0.192
H: -0.9569 -0.9345 -1.8652  0.202
H: -1.9420 1.7953 -1.0280  0.196
H: -1.7648 1.8429 0.8253  0.206
H: -1.9994 0.2438 -0.2368  0.203
H: 2.2767 0.1593 1.9699  0.184
H: 2.1400 1.5073 0.7671  0.184
H: 3.4167 0.2625 0.6131  0.197

Atomic forces in eV per Å
C 2.007 3.013 2.028
C -0.239 1.119 -0.322
C -0.521 -1.666 0.446
C 0.580 -3.169 -3.811
O 0.745 0.115 0.083
O -3.106 -0.976 -1.365
Cl 0.352 0.394 0.175
H 0.331 0.238 -0.485
H -1.416 -0.485 0.447
H 0.419 -0.657 0.519
H 0.924 -0.216 1.048
H -0.890 -0.951 -0.884
H -0.568 0.261 0.823
H 0.590 0.809 1.049
H 0.091 1.846 0.198
H 0.700 0.325 0.051

net charge	0
HOMO	-0.329	hartree
spin multiplicity	1



9.
Computed, not measured: 2 unconnected molecules or ions with the total composition C4H9ClO2, with wB97M-V/def2-TZVPD.

Each line ends with the natural charge from an NBO analysis.
Atoms and positions in Å:
C: 0.0359 0.7304 1.7747  -0.542
C: -1.9143 -0.1827 -0.8354  -0.232
C: 1.8497 -1.0167 -0.8018  -0.268
C: 0.9017 0.4773 0.7502  0.279
O: -2.3393 0.8483 0.0000  -0.733
O: 0.8394 -0.8329 0.1986  -0.515
Cl: 1.8870 1.6859 -0.0665  0.017
H: -1.7432 0.8345 0.7439  0.464
H: -0.7349 0.1264 2.0742  0.225
H: 0.2460 1.7651 2.1672  0.231
H: -0.8574 0.1382 -1.1796  0.148
H: -2.6042 -0.2048 -1.6165  0.185
H: -1.8023 -1.1109 -0.1463  0.161
H: 1.7251 -0.2303 -1.5462  0.192
H: 1.6569 -2.0167 -1.2072  0.203
H: 2.8540 -1.0110 -0.3092  0.186

Atomic forces in eV per Å
C 4.462 3.840 -1.977
C 3.279 -0.214 2.252
C 0.097 -0.973 0.464
C -2.350 -2.310 0.665
O -1.149 0.935 0.439
O 1.244 2.611 0.364
Cl -0.480 -0.465 1.008
H 0.091 0.434 0.206
H -1.213 -1.705 1.032
H -1.013 -1.259 -0.074
H -1.593 -1.057 -0.150
H -0.921 -0.730 -1.354
H -0.296 0.863 -1.916
H 0.394 -0.449 -0.226
H 0.115 0.347 -0.077
H -0.669 0.132 -0.656

net charge	0
HOMO	-0.339	hartree
spin multiplicity	1
SMILES string	C=C(Cl)OC.CO



10.
Computed, not measured: 2 unconnected molecules or ions with the total composition C4H9ClO2Si, with wB97M-V/def2-TZVPD.

Each line ends with the natural charge from an NBO analysis.
Atoms and positions in Å:
C: -2.6537 -0.3124 0.1408  0.601
C: -2.2400 -1.6342 0.7703  -0.707
C: 2.4126 -0.6710 -0.1928  -1.182
C: 1.3814 2.2853 -0.5306  -1.209
O: -3.1683 0.6136 0.6882  -0.526
O: -0.4099 0.1191 0.3022  -1.206
Si: 0.9696 0.5256 -0.1191  2.070
Cl: -2.5876 -0.4130 -1.6190  -0.110
H: -3.0159 -2.4511 0.7331  0.233
H: -1.8805 -1.4432 1.8658  0.236
H: -1.3844 -1.9977 0.3322  0.233
H: 3.2261 -0.2778 -0.7565  0.246
H: 2.8087 -0.8143 0.8315  0.263
H: 2.1546 -1.6552 -0.5796  0.264
H: 0.9814 2.9586 0.2168  0.270
H: 2.4705 2.5487 -0.6296  0.252
H: 0.9354 2.6192 -1.4539  0.271

Atomic forces in eV per Å
C -1.094 -0.474 1.541
C -1.185 0.372 3.078
C -0.489 -0.026 0.873
C 1.435 0.481 0.014
O 0.480 -0.622 -0.557
O -0.419 -0.087 0.419
Si 1.694 0.293 -0.437
Cl -0.061 0.131 -0.880
H 0.427 1.195 0.031
H -1.176 -0.215 -1.848
H 1.728 -0.788 -1.398
H 0.625 0.386 -0.598
H -0.297 0.036 -0.314
H -0.185 0.034 0.026
H -0.232 0.012 0.359
H -0.880 -0.584 0.177
H -0.369 -0.144 -0.486

net charge	0
HOMO	-0.361	hartree
spin multiplicity	1
SMILES string	C[Si](C)=O.CC(=O)Cl